Entry 1:
14 unconnected molecules or ions with the total composition C28H84O14S14 at a distorted geometry, computed with ωB97M-V with the def2-TZVPD basis set.

Geometry as XYZ:
```
140
Properties=species:S:1:pos:R:3
C 5.76 -4.92 -5.51
S 4.84 -5.61 -4.04
O 3.32 -5.26 -4.13
C 4.79 -7.44 -4.38
H 5.98 -3.86 -5.41
H 5.06 -5.03 -6.33
H 6.66 -5.52 -5.65
H 4.53 -7.62 -5.43
H 4.04 -7.98 -3.80
H 5.77 -7.89 -4.21
C 8.81 -14.19 -4.23
S 9.66 -15.69 -3.56
O 8.60 -16.47 -2.75
C 9.55 -16.48 -5.25
H 8.89 -13.35 -3.55
H 7.77 -14.38 -4.51
H 9.25 -13.83 -5.16
H 10.08 -17.42 -5.28
H 10.01 -15.85 -6.01
H 8.46 -16.55 -5.36
C 12.30 -9.53 -6.80
S 11.53 -8.64 -5.34
O 12.23 -9.07 -4.05
C 12.15 -6.96 -5.87
H 12.05 -10.59 -6.86
H 13.38 -9.41 -6.83
H 11.92 -9.07 -7.71
H 11.94 -6.85 -6.94
H 13.24 -7.01 -5.80
H 11.82 -6.19 -5.17
C -2.02 -11.05 -4.92
S -3.63 -11.89 -4.49
O -4.44 -12.25 -5.72
C -2.98 -13.29 -3.48
H -1.41 -10.58 -4.14
H -2.24 -10.28 -5.66
H -1.36 -11.78 -5.38
H -3.64 -14.12 -3.21
H -2.50 -12.90 -2.58
H -2.22 -13.81 -4.07
C 1.26 -7.20 4.02
S 1.32 -5.52 3.27
O 2.44 -4.80 4.02
C 1.92 -5.96 1.56
H 2.25 -7.63 4.15
H 0.78 -7.81 3.26
H 0.80 -7.26 5.01
H 1.50 -5.20 0.90
H 1.41 -6.84 1.15
H 3.00 -5.94 1.46
C 3.20 3.23 -3.96
S 2.70 2.17 -5.38
O 3.90 1.70 -6.17
C 2.08 0.71 -4.28
H 4.06 2.81 -3.45
H 2.35 3.34 -3.28
H 3.55 4.21 -4.29
H 1.06 0.82 -3.93
H 2.87 0.36 -3.61
H 2.08 -0.11 -5.00
C 8.89 1.66 -12.67
S 9.87 1.92 -11.18
O 9.93 3.44 -11.04
C 8.62 1.26 -10.00
H 9.47 2.08 -13.49
H 7.98 2.26 -12.67
H 8.58 0.63 -12.82
H 8.84 0.22 -9.74
H 7.59 1.16 -10.36
H 8.63 1.80 -9.06
C 8.60 -7.14 1.17
S 7.39 -7.86 2.38
O 8.14 -8.92 3.18
C 7.36 -6.38 3.49
H 9.16 -7.97 0.74
H 9.32 -6.35 1.37
H 7.99 -6.81 0.33
H 7.28 -5.46 2.92
H 8.30 -6.51 4.03
H 6.56 -6.47 4.22
C 10.18 -3.96 -11.98
S 11.19 -5.27 -12.63
O 10.49 -6.15 -13.67
C 12.47 -4.21 -13.50
H 9.64 -3.50 -12.80
H 10.82 -3.20 -11.53
H 9.53 -4.41 -11.22
H 11.93 -3.61 -14.24
H 13.26 -4.71 -14.06
H 12.94 -3.55 -12.76
C -0.83 -5.73 -8.91
S -1.19 -6.75 -10.42
O -0.56 -8.04 -9.99
C -3.02 -6.89 -10.32
H -1.20 -4.71 -8.97
H 0.23 -5.54 -8.74
H -1.25 -6.18 -8.01
H -3.39 -5.88 -10.48
H -3.25 -7.46 -9.42
H -3.25 -7.52 -11.19
C 4.07 -14.05 0.54
S 2.66 -12.91 0.17
O 2.08 -13.18 -1.23
C 1.44 -13.60 1.33
H 4.80 -13.91 -0.27
H 3.83 -15.11 0.59
H 4.59 -13.83 1.47
H 1.14 -14.62 1.11
H 0.48 -13.10 1.31
H 1.75 -13.63 2.37
C 5.23 -7.41 -10.98
S 6.26 -8.83 -10.29
O 6.76 -8.41 -8.87
C 4.83 -9.92 -9.90
H 4.92 -6.68 -10.24
H 4.30 -7.76 -11.43
H 5.78 -6.92 -11.79
H 4.13 -9.38 -9.26
H 5.27 -10.74 -9.34
H 4.28 -10.30 -10.76
C 14.77 -1.58 -5.83
S 13.26 -0.73 -6.51
O 11.92 -1.23 -5.94
C 13.47 0.97 -5.94
H 15.69 -1.00 -5.91
H 14.80 -2.51 -6.39
H 14.61 -1.88 -4.80
H 12.89 1.65 -6.57
H 14.55 1.17 -5.91
H 13.08 1.13 -4.93
C -6.36 -4.19 -1.08
S -5.32 -5.44 -2.02
O -5.44 -5.05 -3.48
C -3.61 -4.91 -1.56
H -5.92 -3.20 -0.96
H -6.63 -4.52 -0.08
H -7.26 -3.93 -1.64
H -2.93 -5.25 -2.35
H -3.32 -5.17 -0.54
H -3.68 -3.82 -1.60
```

Properties
- Charge: 0
- Relative energy (zero: lowest compared OMol25 entry of this formula, charge and spin): 5.9533 eV

=====

Entry 2:
14 unconnected molecules or ions with the total composition C28H84O28 at a distorted geometry, computed with ωB97M-V with the def2-TZVPD basis set.

Geometry as XYZ:
```
140
Properties=species:S:1:pos:R:3
C -0.44 -1.76 -4.71
C 0.70 -0.77 -4.43
O 0.51 -0.12 -3.14
O -0.19 -2.94 -3.97
H -0.52 -2.14 -5.73
H -1.44 -1.36 -4.59
H 0.84 0.09 -5.09
H 1.60 -1.37 -4.51
H 1.32 0.37 -2.99
H -0.20 -2.75 -3.03
C 3.88 -2.90 -1.22
C 3.27 -2.52 -2.59
O 3.93 -3.09 -3.67
O 3.70 -4.30 -1.00
H 3.52 -2.32 -0.37
H 4.94 -2.70 -1.41
H 2.95 -1.49 -2.74
H 2.30 -3.01 -2.51
H 4.12 -3.98 -3.37
H 3.65 -4.48 -0.05
C 0.77 -3.64 4.15
C 0.53 -5.14 3.79
O 1.71 -5.81 3.34
O 1.63 -3.56 5.33
H -0.22 -3.27 4.40
H 1.10 -3.07 3.28
H -0.32 -5.32 3.13
H 0.14 -5.59 4.71
H 2.22 -5.19 2.82
H 2.06 -2.71 5.35
C 3.36 4.00 -3.25
C 3.01 2.49 -3.37
O 2.43 1.85 -2.23
O 4.40 4.02 -2.28
H 2.49 4.59 -2.96
H 3.72 4.41 -4.18
H 3.79 1.87 -3.82
H 2.26 2.53 -4.16
H 2.95 2.02 -1.44
H 4.24 4.74 -1.66
C -4.76 1.76 -3.63
C -4.10 0.37 -3.42
O -4.77 -0.63 -4.19
O -4.74 2.20 -5.01
H -4.16 2.48 -3.07
H -5.79 1.73 -3.26
H -4.09 0.06 -2.38
H -3.09 0.31 -3.83
H -5.15 -0.24 -4.98
H -3.83 2.44 -5.22
C -3.04 -3.36 1.95
C -3.42 -3.39 0.45
O -4.84 -3.75 0.27
O -2.98 -4.73 2.39
H -3.74 -2.82 2.58
H -2.07 -2.89 2.15
H -2.87 -4.12 -0.14
H -3.15 -2.42 0.04
H -5.31 -3.02 0.69
H -3.91 -4.99 2.45
C -0.57 3.32 -2.90
C -0.99 2.61 -4.22
O -2.30 3.08 -4.63
O -0.16 4.71 -3.01
H 0.25 2.72 -2.51
H -1.31 3.19 -2.11
H -1.10 1.53 -4.09
H -0.28 2.86 -5.01
H -2.10 3.82 -5.20
H -0.71 5.37 -2.59
C -1.40 1.51 3.67
C -1.87 0.10 3.43
O -0.88 -0.89 3.57
O -1.22 1.91 5.06
H -2.20 2.14 3.27
H -0.52 1.87 3.14
H -2.18 -0.01 2.39
H -2.73 0.00 4.08
H -0.83 -0.92 4.53
H -1.03 2.85 5.17
C 2.68 0.06 4.52
C 2.23 1.18 5.47
O 3.38 1.71 6.26
O 3.03 -1.17 5.14
H 3.60 0.37 4.03
H 1.95 -0.17 3.74
H 1.45 0.76 6.11
H 1.82 1.96 4.83
H 3.73 1.02 6.83
H 3.98 -1.14 5.31
C -0.52 -5.88 -0.01
C 0.25 -4.62 -0.51
O -0.40 -3.35 -0.79
O -1.41 -6.41 -0.92
H -1.01 -5.58 0.92
H 0.23 -6.61 0.28
H 0.67 -4.98 -1.44
H 1.04 -4.39 0.20
H -0.26 -2.83 0.00
H -1.59 -7.30 -0.61
C -6.03 2.46 0.41
C -4.73 1.69 0.37
O -3.91 2.28 -0.66
O -5.97 3.86 0.59
H -6.51 2.04 1.30
H -6.67 2.35 -0.47
H -4.80 0.63 0.11
H -4.19 1.68 1.32
H -3.17 1.71 -0.88
H -6.83 4.26 0.75
C 5.78 2.12 0.62
C 4.67 1.15 0.24
O 3.36 1.69 0.32
O 5.53 2.82 1.84
H 5.88 2.92 -0.12
H 6.71 1.56 0.76
H 4.88 0.32 0.91
H 4.80 0.63 -0.71
H 3.43 2.32 1.04
H 6.40 3.07 2.17
C -0.51 4.41 0.89
C 1.08 4.37 1.07
O 1.42 3.48 2.11
O -1.11 4.72 2.14
H -0.78 3.45 0.45
H -0.84 5.12 0.13
H 1.42 5.39 1.26
H 1.59 4.06 0.17
H 1.29 3.80 3.01
H -2.05 4.51 2.14
C 0.48 -0.34 0.53
C -0.50 0.71 -0.10
O -1.45 0.30 -1.10
O -0.11 -1.57 1.12
H 1.05 0.22 1.26
H 1.22 -0.61 -0.22
H 0.05 1.48 -0.64
H -1.03 1.13 0.75
H -0.98 0.10 -1.91
H -0.44 -1.36 2.00
```

Properties
- Charge: 0
- Relative energy (zero: lowest compared OMol25 entry of this formula, charge and spin): 4.3408 eV

=====

Entry 3:
A molecular structure, C28H86AsF6N6O14 at a distorted geometry, computed with ωB97M-V with the def2-TZVPD basis set.

Geometry as XYZ:
```
141
Properties=species:S:1:pos:R:3
As -6.21 31.08 19.61
F -7.90 30.89 19.92
F -5.95 31.20 21.32
F -4.54 31.33 19.26
F -6.54 30.92 17.91
F -6.43 32.79 19.55
F -5.94 29.39 19.70
C -7.16 34.33 25.07
C -6.69 33.12 24.26
C -7.85 32.21 23.92
O -8.43 31.76 25.13
C -9.55 30.94 24.86
N -6.01 33.53 23.04
H -7.02 34.18 26.14
H -8.23 34.51 24.94
H -6.66 35.22 24.69
H -6.02 32.52 24.90
H -7.49 31.31 23.39
H -8.58 32.73 23.29
H -9.23 29.99 24.41
H -10.23 31.49 24.20
H -10.03 30.73 25.81
H -5.07 33.83 23.29
H -5.88 32.73 22.43
C -2.43 27.58 19.06
C -1.91 26.38 19.83
C -1.60 25.22 18.89
O -1.03 24.09 19.49
C -1.88 23.50 20.47
N -0.73 26.81 20.62
H -3.28 27.27 18.44
H -1.70 28.14 18.48
H -2.90 28.27 19.77
H -2.65 26.03 20.56
H -0.83 25.59 18.20
H -2.48 25.00 18.26
H -2.13 24.14 21.31
H -1.34 22.62 20.80
H -2.81 23.20 19.97
H -0.31 25.99 21.07
H 0.00 27.07 19.94
C -2.14 26.59 24.19
C -3.36 27.50 24.27
C -3.42 28.59 23.22
O -2.29 29.44 23.17
C -2.10 30.20 24.32
N -4.57 26.66 24.29
H -2.25 25.81 24.94
H -1.24 27.21 24.29
H -2.14 26.07 23.23
H -3.30 28.02 25.24
H -4.32 29.21 23.39
H -3.56 28.17 22.22
H -1.29 30.90 24.13
H -1.76 29.58 25.17
H -2.97 30.75 24.69
H -4.59 26.07 23.45
H -5.39 27.25 24.13
C -10.15 29.08 20.72
C -11.25 28.16 21.20
C -11.04 27.73 22.63
O -9.81 27.06 22.75
C -9.70 26.34 23.98
N -12.54 28.82 21.08
H -9.20 28.57 20.57
H -10.01 29.88 21.45
H -10.31 29.49 19.72
H -11.23 27.25 20.58
H -11.87 27.07 22.94
H -11.09 28.58 23.33
H -9.79 27.05 24.81
H -8.72 25.88 24.05
H -10.51 25.60 24.03
H -12.94 28.81 20.15
H -13.23 28.40 21.70
C -6.40 23.74 23.95
C -6.29 23.10 22.57
C -4.98 23.49 21.92
O -4.67 24.87 21.85
C -5.55 25.60 21.02
N -6.29 21.64 22.68
H -5.42 23.76 24.43
H -7.08 23.21 24.62
H -6.64 24.80 23.87
H -7.13 23.46 21.96
H -4.82 23.05 20.92
H -4.19 23.05 22.54
H -6.61 25.51 21.28
H -5.47 25.23 19.99
H -5.30 26.66 21.09
H -7.08 21.33 23.23
H -6.53 21.21 21.79
C -6.44 35.50 16.91
C -5.90 36.19 18.14
C -7.01 36.91 18.88
O -7.35 38.07 18.13
C -8.36 38.81 18.74
N -5.17 35.27 19.05
H -5.66 34.98 16.34
H -6.86 36.23 16.20
H -7.25 34.79 17.12
H -5.15 36.94 17.85
H -6.67 37.16 19.90
H -7.90 36.27 18.92
H -8.09 39.22 19.72
H -9.26 38.19 18.87
H -8.67 39.62 18.08
H -5.81 34.53 19.31
H -4.47 34.86 18.44
C -8.18 27.47 17.45
C -7.02 26.71 18.05
O -6.99 25.39 17.50
O -8.11 27.43 16.04
H -8.19 28.50 17.83
H -9.10 26.96 17.75
H -7.10 26.69 19.14
H -6.08 27.18 17.79
H -7.10 25.54 16.55
H -7.33 27.97 15.79
C -3.90 31.88 16.39
C -3.06 33.12 16.19
O -2.99 33.90 17.37
O -3.89 31.08 15.21
H -4.93 32.04 16.69
H -3.43 31.31 17.20
H -3.54 33.72 15.41
H -2.07 32.82 15.82
H -2.43 34.66 17.20
H -2.99 30.91 14.93
O -5.63 28.95 16.04
H -5.98 29.47 16.78
H -5.02 29.56 15.59
O -1.72 32.10 19.48
H -1.93 31.62 20.29
H -2.57 32.39 19.14
O -7.18 28.06 22.93
H -8.09 27.72 22.87
H -7.14 28.80 22.30
O -9.21 33.53 20.05
H -8.50 33.98 20.52
H -8.79 32.70 19.77
```

Properties
- Charge: -1

=====

| no. | frontier orbital gap (eV) | energy (Ha) |
| --- | --- | --- |
| 1 | 8.3 | -7744.5136 |
| 2 | 9.3 | -3223.6161 |
| 3 | 8.9 | -5335.4161 |